[1]
{
  "formula": "C4H7NO",
  "method": "the ωB97M-V functional and the def2-TZVPD basis",
  "species": ["C", "C", "C", "C", "O", "N", "H", "H", "H", "H", "H", "H", "H"],
  "coordinates": [[-1.377268, -0.469812, 0.383896], [-0.308127, -0.053700, -0.637599], [0.557626, 1.186373, -0.299106], [1.469789, 0.167259, 0.376905], [2.269261, 0.164190, 1.276415], [0.905052, -0.851837, -0.376302], [-2.158498, -1.063401, -0.089017], [-0.920201, -1.080610, 1.167961], [-1.870103, 0.369979, 0.869525], [-0.669104, -0.111704, -1.669031], [1.061878, 1.543277, -1.198525], [0.146536, 2.017978, 0.269182], [0.893156, -1.817997, -0.074303]],
  "forces_ev_per_a": [[-0.265, 0.260, -0.100], [-0.164, -0.327, 0.102], [-0.152, 0.220, 0.015], [0.303, -0.137, 0.355], [-0.170, 0.028, -0.490], [0.574, -0.301, -0.069], [0.017, -0.071, -0.022], [-0.106, 0.158, -0.049], [-0.013, 0.153, -0.054], [0.082, 0.003, 0.180], [-0.123, 0.141, 0.063], [-0.002, -0.170, 0.089], [0.020, 0.043, -0.017]],
  "relative_energy_kcal_mol": 24.4,
  "homo_ev": -9.8258,
  "total_charge": 0,
  "e_tot_ha": -286.59270,
  "max_force_ev_per_a": 0.652
}

---

[2]
{
  "formula": "C4H7NO",
  "method": "the ωB97M-V functional and the def2-TZVPD basis",
  "species": ["O", "C", "C", "C", "C", "N", "H", "H", "H", "H", "H", "H", "H"],
  "coordinates": [[-2.112393, 0.513500, 1.222773], [0.578625, -0.932475, 0.334506], [0.130344, -0.817112, -1.083948], [0.567790, 0.421431, -0.337876], [1.822966, 1.046334, -0.683443], [2.830142, 1.549245, -0.956354], [-3.045409, 0.738315, 1.128770], [-0.181809, -1.087290, 1.092655], [1.546457, -1.383279, 0.530626], [-0.931796, -0.894203, -1.292674], [0.787640, -1.187980, -1.864144], [-1.809286, 1.030574, 1.978681], [-0.219918, 1.104124, -0.035970]],
  "forces_ev_per_a": [[-0.156, 0.123, 0.103], [0.045, -0.116, 0.152], [-0.053, -0.075, -0.165], [-0.023, 0.156, 0.012], [0.821, 0.400, -0.220], [-0.964, -0.494, 0.258], [0.095, -0.037, 0.009], [0.159, 0.019, -0.136], [-0.156, 0.094, -0.050], [0.176, 0.014, 0.040], [-0.097, 0.077, 0.143], [-0.048, -0.064, -0.055], [0.201, -0.096, -0.090]],
  "relative_energy_kcal_mol": 39.1,
  "homo_ev": -10.4560,
  "total_charge": 0,
  "e_tot_ha": -286.56932,
  "max_force_ev_per_a": 1.114
}

---

[3]
{
  "formula": "C4H7NO",
  "method": "the ωB97M-V functional and the def2-TZVPD basis",
  "species": ["C", "C", "C", "N", "C", "O", "H", "H", "H", "H", "H", "H", "H"],
  "coordinates": [[1.494586, -0.441632, -0.496677], [-0.364376, 0.154828, 0.762936], [-0.428462, 1.424841, 0.111013], [0.189028, 0.236693, -0.632245], [-1.342274, -0.847907, 0.930496], [-2.351771, -0.778807, 1.612302], [1.843876, -0.795959, -1.463296], [2.197522, 0.225369, -0.002691], [1.358457, -1.299135, 0.175017], [-1.394247, 1.725724, -0.314414], [0.254132, 2.250732, 0.308839], [-0.410899, -0.041680, -1.413696], [-1.045566, -1.813067, 0.422421]],
  "forces_ev_per_a": [[0.377, 0.064, -0.300], [-0.670, -0.033, 0.133], [-0.006, 0.275, 0.066], [-0.032, -0.670, 0.367], [-0.360, 0.073, 0.267], [-0.120, -0.239, 0.069], [0.252, 0.275, -0.212], [0.057, 0.055, -0.240], [0.029, 0.252, -0.406], [0.344, 0.109, -0.312], [0.000, -0.223, 0.052], [0.369, -0.190, 0.370], [-0.241, 0.251, 0.146]],
  "relative_energy_kcal_mol": 107.1,
  "homo_ev": -7.7724,
  "total_charge": 0,
  "e_tot_ha": -286.46101,
  "max_force_ev_per_a": 0.765
}

---

[4]
{
  "formula": "C4H7NO",
  "method": "the ωB97M-V functional and the def2-TZVPD basis",
  "species": ["N", "C", "C", "C", "C", "O", "H", "H", "H", "H", "H", "H", "H"],
  "coordinates": [[2.094282, 0.446205, 0.697585], [1.018825, 0.004922, 0.221435], [0.133350, -1.135927, 0.672123], [-0.998955, -0.785271, -0.289636], [-0.848175, 1.257668, -0.430800], [0.405408, 0.548167, -0.885510], [2.369379, 1.263428, 0.143208], [0.613047, -2.118281, 0.497147], [-0.158817, -1.092013, 1.725998], [-1.984516, -0.694341, 0.056767], [-0.896248, -1.318104, -1.260092], [-0.448775, 2.159456, 0.131338], [-1.266622, 1.699398, -1.352422]],
  "forces_ev_per_a": [[-0.102, -0.268, -0.019], [0.445, 0.486, -0.234], [-0.459, 0.632, -0.304], [-1.846, 0.419, 0.983], [2.062, -2.431, -1.378], [2.726, 2.663, -0.740], [0.051, -0.170, 0.150], [-0.349, 0.519, -0.191], [0.137, 0.185, -0.222], [-1.229, -1.079, 0.687], [-0.229, 1.257, 0.454], [-0.981, -1.371, 0.456], [-0.224, -0.843, 0.358]],
  "relative_energy_kcal_mol": 128.6,
  "homo_ev": -8.5446,
  "total_charge": 0,
  "e_tot_ha": -286.42669,
  "max_force_ev_per_a": 3.882
}

---

[5]
{
  "formula": "C4H7NO",
  "method": "the ωB97M-V functional and the def2-TZVPD basis",
  "species": ["O", "C", "C", "C", "N", "C", "H", "H", "H", "H", "H", "H", "H"],
  "coordinates": [[2.780726, 1.043705, -0.103797], [0.292121, -0.006879, -0.747038], [-0.001179, -1.353669, -0.110584], [-1.253618, -0.579649, -0.134087], [-1.282483, 0.290621, 1.038018], [-0.515300, 0.885729, -0.027555], [2.405723, 0.843533, 0.760927], [2.157940, 0.626571, -0.724447], [0.323790, -1.538518, 0.914132], [0.141803, -2.190609, -0.788785], [-2.099152, -0.682542, -0.801831], [-2.170285, 0.784725, 1.116096], [-0.780085, 1.876988, -0.391044]],
  "forces_ev_per_a": [[0.104, -0.049, 0.113], [-0.069, 0.133, 0.048], [-0.040, -0.189, 0.060], [-0.377, -0.443, -0.078], [-0.072, -0.032, 0.007], [0.109, 0.352, -0.179], [0.101, 0.049, -0.067], [0.081, 0.150, -0.065], [-0.036, 0.007, -0.091], [-0.029, 0.135, 0.119], [0.086, 0.050, 0.097], [0.055, -0.045, -0.016], [0.088, -0.117, 0.053]],
  "relative_energy_kcal_mol": 124.3,
  "homo_ev": -8.5927,
  "total_charge": 0,
  "e_tot_ha": -286.43363,
  "max_force_ev_per_a": 0.587
}

---

[6]
{
  "formula": "C4H7NO",
  "method": "the ωB97M-V functional and the def2-TZVPD basis",
  "species": ["C", "C", "O", "N", "C", "C", "H", "H", "H", "H", "H", "H", "H"],
  "coordinates": [[1.693412, 0.483164, -0.406607], [0.395195, 0.191431, 0.270270], [0.289571, 0.053134, 1.647537], [0.068866, -1.122864, 0.789968], [-1.327889, -0.928378, 0.272265], [-1.013890, 0.487566, -0.242004], [1.848207, 1.556601, -0.546586], [2.515359, 0.062764, 0.176951], [1.683738, 0.006534, -1.392898], [-2.116644, -1.078739, 1.010392], [-1.433029, -1.647441, -0.544619], [-1.488737, 1.317160, 0.286568], [-1.114163, 0.619073, -1.321235]],
  "forces_ev_per_a": [[0.019, 0.039, 0.059], [0.225, 0.152, -0.278], [0.033, 0.119, 0.165], [-0.031, -0.296, -0.173], [-0.249, -0.144, 0.020], [-0.021, 0.085, -0.060], [-0.023, -0.094, 0.074], [-0.102, 0.072, -0.050], [0.021, 0.106, 0.117], [0.121, 0.065, -0.011], [-0.100, 0.068, 0.132], [0.079, -0.097, -0.133], [0.028, -0.076, 0.138]],
  "relative_energy_kcal_mol": 83.0,
  "homo_ev": -9.9372,
  "total_charge": 0,
  "e_tot_ha": -286.49943,
  "max_force_ev_per_a": 0.388
}

---

[7]
{
  "formula": "C4H7NO",
  "method": "the ωB97M-V functional and the def2-TZVPD basis",
  "species": ["C", "C", "C", "N", "C", "O", "H", "H", "H", "H", "H", "H", "H"],
  "coordinates": [[-1.511004, -0.015068, 0.337073], [-0.054296, -0.068995, -0.073294], [1.047515, -0.232134, 0.920107], [0.685865, -1.328527, 0.050131], [0.346888, 0.800203, -1.219295], [1.411145, 0.692930, -1.788289], [-2.173748, -0.230654, -0.507993], [-1.724834, -0.742956, 1.123586], [-1.777144, 0.979122, 0.717630], [1.967385, 0.301199, 0.686823], [0.787733, -0.357293, 1.968015], [1.381062, -1.374642, -0.696753], [-0.386568, 1.576817, -1.517742]],
  "forces_ev_per_a": [[0.003, -0.033, 0.004], [-0.148, 0.163, -0.051], [0.134, 0.154, 0.264], [-0.011, -0.086, -0.171], [0.357, -0.056, -0.146], [-0.487, 0.055, 0.139], [0.121, -0.035, 0.077], [0.132, 0.064, -0.116], [0.120, -0.141, -0.077], [-0.124, -0.087, 0.219], [0.054, 0.066, -0.123], [-0.233, 0.002, -0.007], [0.082, -0.067, -0.011]],
  "relative_energy_kcal_mol": 42.3,
  "homo_ev": -9.9395,
  "total_charge": 0,
  "e_tot_ha": -286.56424,
  "max_force_ev_per_a": 0.510
}

---

[8]
{
  "formula": "C4H7NO",
  "method": "the ωB97M-V functional and the def2-TZVPD basis",
  "species": ["C", "C", "C", "N", "C", "O", "H", "H", "H", "H", "H", "H", "H"],
  "coordinates": [[-0.351786, 0.322571, 1.398043], [0.658422, 0.461550, 0.265584], [1.054943, -0.728434, -0.556852], [0.252325, 0.319867, -1.120880], [-1.045779, 0.137840, -1.557984], [-1.451363, -0.835773, -2.148916], [-1.371352, 0.527606, 1.061869], [-0.126773, 1.030010, 2.199291], [-0.345552, -0.683304, 1.828221], [1.416490, 1.231591, 0.411121], [2.068237, -0.816531, -0.941152], [0.556697, -1.674680, -0.349563], [-1.674080, 1.026292, -1.364078]],
  "forces_ev_per_a": [[-0.021, -0.042, -0.016], [0.083, 0.067, 0.233], [0.158, -0.214, 0.056], [-0.206, -0.010, -0.220], [-0.046, -0.167, -0.049], [0.180, 0.343, 0.205], [0.102, 0.009, 0.032], [-0.014, -0.082, -0.106], [0.036, 0.129, -0.079], [-0.159, -0.149, -0.046], [-0.156, 0.047, 0.047], [0.022, 0.176, -0.013], [0.019, -0.106, -0.045]],
  "relative_energy_kcal_mol": 41.8,
  "homo_ev": -9.7964,
  "total_charge": 0,
  "e_tot_ha": -286.56499,
  "max_force_ev_per_a": 0.438
}

---

[9]
{
  "formula": "C4H7NO",
  "method": "the ωB97M-V functional and the def2-TZVPD basis",
  "species": ["O", "C", "C", "C", "C", "N", "H", "H", "H", "H", "H", "H", "H"],
  "coordinates": [[1.804772, 0.081316, 0.916396], [1.195850, 0.193538, -0.328231], [0.349148, -0.839705, -0.673665], [-1.612825, -0.501835, 0.368810], [-1.470820, 0.843345, 0.355732], [-0.815888, 1.843144, 0.204622], [2.005094, 0.963915, 1.248743], [1.746933, 0.730926, -1.103711], [0.182429, 1.327391, -0.196441], [0.359627, -1.765013, -0.109241], [0.008456, -0.897975, -1.703955], [-1.453148, -0.983568, 1.331346], [-2.299629, -0.995477, -0.310402]],
  "forces_ev_per_a": [[0.137, 0.231, 0.095], [-0.138, -0.401, -0.386], [0.306, 0.101, -0.022], [-0.223, 0.139, 0.085], [0.443, 0.258, -0.077], [-0.420, -0.607, 0.133], [0.019, -0.120, -0.014], [-0.141, -0.020, 0.122], [-0.033, 0.087, 0.013], [-0.018, 0.152, -0.008], [0.052, -0.002, 0.184], [-0.078, 0.046, -0.145], [0.095, 0.136, 0.021]],
  "relative_energy_kcal_mol": 98.6,
  "homo_ev": -8.6942,
  "total_charge": 0,
  "e_tot_ha": -286.47456,
  "max_force_ev_per_a": 0.749
}

---

[10]
{
  "formula": "C4H7NO",
  "method": "the ωB97M-V functional and the def2-TZVPD basis",
  "species": ["C", "C", "O", "C", "C", "N", "H", "H", "H", "H", "H", "H", "H"],
  "coordinates": [[-1.474726, 0.373572, -0.196908], [-0.027203, -1.293162, 0.248915], [0.753068, -0.656060, 1.065542], [1.153141, 0.601857, 0.635443], [1.850399, 0.618443, -0.620581], [2.341623, 0.607959, -1.673866], [-1.971802, 1.181821, 0.351985], [-1.461360, 0.612983, -1.263379], [-2.121228, -0.496842, -0.054649], [0.182988, -1.287326, -0.818992], [-0.531079, -2.148778, 0.689183], [1.620779, 1.144308, 1.450609], [-0.314606, 0.741227, 0.186696]],
  "forces_ev_per_a": [[-0.213, 0.051, -0.097], [0.078, -0.044, 0.000], [-0.083, -0.102, -0.065], [0.230, 0.113, 0.010], [0.343, -0.037, -0.789], [-0.493, 0.025, 0.981], [0.030, -0.037, -0.065], [-0.013, -0.032, 0.125], [0.155, 0.101, -0.018], [-0.005, 0.045, 0.146], [0.049, 0.145, -0.050], [-0.016, -0.085, -0.147], [-0.063, -0.144, -0.030]],
  "relative_energy_kcal_mol": 127.5,
  "homo_ev": [-8.6513, -8.6511],
  "total_charge": 0,
  "e_tot_ha": -286.42839,
  "max_force_ev_per_a": 1.098
}